No. 1
Computed, not measured: 16 unconnected molecules or ions with the total composition CH31O18, with ωB97M-V with the def2-TZVPD basis set.

Structure (ORCA input):
```
! wB97M-V def2-TZVPD RIJCOSX def2/J DEFGRID3
* xyz -1 1
C -0.43080 -0.11114 0.16016
O -0.29680 -0.78314 1.17216
O 0.67820 0.48686 -0.22184
O -1.49880 -0.11814 -0.52784
H 1.38820 0.06686 0.18016
O 2.70320 2.87686 0.91616
H 2.11620 3.22386 1.62316
H 2.16720 2.99386 0.13516
O -0.37980 1.47786 2.55616
H -0.34680 0.85086 1.79216
H -0.38080 2.31286 2.13816
O -1.04280 -0.69214 -3.12284
H -1.22680 -1.63014 -3.22284
H -1.13880 -0.45714 -2.15984
O 1.55420 -1.25514 -2.23884
H 1.06420 -1.45014 -1.45884
H 0.96020 -0.79914 -2.80784
O 4.26120 -0.43414 -0.61384
H 3.74220 -1.18514 -0.47984
H 3.61720 0.18786 -1.02884
O -4.41180 1.44486 0.40016
H -3.92380 1.58986 -0.43384
H -5.19880 1.99786 0.24416
O 0.73320 -1.78814 3.35816
H 0.61520 -1.75614 2.41416
H 0.05520 -1.27914 3.73916
O -0.55480 -3.21314 -0.94784
H 0.03020 -3.00614 -0.22584
H -1.37380 -3.36814 -0.48284
O 2.16120 -2.40514 0.31016
H 2.42020 -3.26114 0.55016
H 2.38220 -1.91414 1.08116
O -3.50480 -1.65214 -1.17384
H -3.38780 -2.48514 -0.69984
H -2.76980 -1.11214 -0.86384
O -2.76880 1.77686 -1.71184
H -2.84980 1.42486 -2.60184
H -2.13480 1.21086 -1.18484
O 3.08320 1.44686 -1.91184
H 2.19920 1.60386 -2.35184
H 3.46120 2.32486 -1.80284
O -0.40880 3.03686 0.14916
H -0.33980 2.20486 -0.34884
H -1.22180 3.52086 -0.10384
O -2.53480 -1.47614 2.32516
H -3.24380 -1.15614 1.78316
H -1.80280 -1.17814 1.76016
O 2.61120 0.26786 1.82916
H 2.54420 0.52286 2.74416
H 2.62420 1.11486 1.36716
*
```

The relative energy (zero: lowest compared OMol25 entry of this formula, charge and spin) is 0.6603 eV. Its highest occupied orbital energy is -7.4 eV. As for the lowest unoccupied orbital energy: 2.335 eV. The orbital gap comes out at 9.7 eV. The strongest force on any atom comes out at 5.070 eV/Å.



No. 2
Computed, not measured: a molecular structure, C40H40BaF5N4OPTe, with ωB97M-V with the def2-TZVPD basis set.

Structure (ORCA input):
```
! wB97M-V def2-TZVPD RIJCOSX def2/J DEFGRID3
* xyz 0 1
Ba 0.88935 -0.86181 -0.03958
C 4.22760 -1.69358 1.94762
C 3.22775 -2.03408 3.06122
C 2.35119 -0.87208 3.45654
C 2.80367 0.07319 4.37253
C 1.98856 1.13668 4.71527
C 0.72776 1.22427 4.14335
C 0.35576 0.24159 3.24469
N 1.14417 -0.77873 2.89333
N 3.65520 -1.85710 0.60290
C 4.32151 -0.99922 -0.38274
C 4.14265 0.47985 -0.11846
C 4.96127 1.39658 -0.76432
C 4.73559 2.74477 -0.57077
C 3.71214 3.13853 0.27904
C 2.95319 2.15689 0.88265
N 3.15460 0.85146 0.69191
C 3.78524 -3.26893 0.21040
C 2.93325 -3.66644 -0.97327
C 3.51158 -4.08729 -2.15744
C 2.69446 -4.46953 -3.21071
C 1.32606 -4.43223 -3.03080
C 0.83450 -3.99467 -1.81310
N 1.60654 -3.61232 -0.79717
H 5.12104 -2.32601 2.05120
H 4.55301 -0.66240 2.07086
H 3.78380 -2.36465 3.94058
H 2.58982 -2.86284 2.74837
H 3.78910 -0.03203 4.80829
H 2.32792 1.88202 5.42310
H 0.04599 2.02834 4.38440
H -0.62310 0.27113 2.77256
H 3.89089 -1.21120 -1.36825
H 5.39834 -1.22415 -0.44296
H 5.73972 1.04901 -1.43081
H 5.34360 3.48058 -1.08054
H 3.49480 4.18260 0.45642
H 2.12875 2.41939 1.53693
H 3.47664 -3.87698 1.06258
H 4.83648 -3.51459 -0.00063
H 4.58921 -4.09710 -2.25635
H 3.12272 -4.77665 -4.15541
H 0.64171 -4.70248 -3.82205
H -0.23399 -3.92149 -1.65689
C -4.10489 3.36464 -0.43217
C -4.14936 2.83670 0.97782
C -4.79840 3.61535 1.93591
C -4.89376 3.23008 3.26172
C -4.33353 2.03030 3.66883
C -3.67549 1.24700 2.73539
C -3.57077 1.62558 1.39108
P -2.64548 0.38143 0.40095
C -3.98522 -0.60160 -0.39058
C -5.21058 -0.01103 -0.70158
C -6.23372 -0.73894 -1.28488
C -6.04228 -2.08514 -1.55836
C -4.83957 -2.68611 -1.23020
C -3.80085 -1.96875 -0.64106
C -2.51638 -2.68108 -0.30840
C -1.86965 1.27427 -0.97576
C -1.82845 0.74584 -2.20995
C -0.95798 1.28937 -3.26446
C -0.66182 2.73045 -3.06879
C -0.66274 3.25432 -1.84226
C -1.03696 2.45568 -0.67487
C -0.65228 2.81469 0.55980
H -5.00797 3.93887 -0.64228
H -4.01359 2.57874 -1.17713
H -3.24915 4.02947 -0.56290
H -5.24772 4.55048 1.62105
H -5.41026 3.86407 3.97134
H -4.40426 1.70601 4.69911
H -3.22936 0.30901 3.04813
H -5.38142 1.03105 -0.46966
H -7.17423 -0.25678 -1.51769
H -6.83147 -2.66839 -2.01528
H -4.69728 -3.74213 -1.42787
H -2.64108 -3.75916 -0.41524
H -2.19800 -2.47453 0.71561
H -1.72995 -2.35862 -0.99739
H -2.42172 -0.12307 -2.45614
H -1.26915 1.03567 -4.27461
H -0.36100 3.31580 -3.92327
H -0.36285 4.28321 -1.68013
H -0.93686 2.26134 1.44589
H -0.04277 3.69778 0.70866
F 0.65732 -0.80520 -4.70693
Te 1.12362 0.33122 -3.26900
F 2.92609 0.27037 -3.87547
F 1.91492 -1.34785 -2.52008
F -0.40118 -1.19595 -2.12513
F 1.26062 1.78565 -4.53951
O 1.53878 1.06365 -1.64674
*
```

The relative energy (zero: lowest compared OMol25 entry of this formula, charge and spin) is 3.2784 eV. Its highest occupied orbital energy is -7.5 eV. As for the lowest unoccupied orbital energy: -0.065 eV. The orbital gap comes out at 7.4 eV. The strongest force on any atom comes out at 0.191 eV/Å.



No. 3
Computed, not measured: 2 unconnected molecules or ions with the total composition C5H8O2, with ωB97M-V with the def2-TZVPD basis set.

Structure (ORCA input):
```
! wB97M-V def2-TZVPD RIJCOSX def2/J DEFGRID3
* xyz 0 1
C 1.12686 -1.82042 1.06485
C 0.17701 -2.31953 0.28769
O -0.63113 -2.76352 -0.41436
H 0.94496 -1.76371 2.12921
H 2.15884 -1.91110 0.75640
C -1.05461 1.93237 -0.38607
C -0.70550 0.45443 -0.55408
C 0.86174 0.27779 -0.14400
O 1.71469 0.13418 -0.99320
H -0.95910 2.23647 0.65303
H -2.07981 2.12287 -0.69591
H -0.38867 2.55062 -0.98012
H -1.35374 -0.13814 0.09530
H -0.84286 0.12447 -1.58722
H 1.03133 0.88323 0.76847
*
```

Its SMILES is C=C=O.CCC=O. The relative energy (zero: lowest compared OMol25 entry of this formula, charge and spin) is 2.3670 eV. Its highest occupied orbital energy is -9.3 eV. As for the lowest unoccupied orbital energy: 0.803 eV. The orbital gap comes out at 10.1 eV. The strongest force on any atom comes out at 3.906 eV/Å.



No. 4
Computed, not measured: a molecular structure, C13H14BrF13GaO2, with ωB97M-V with the def2-TZVPD basis set.

Structure (ORCA input):
```
! wB97M-V def2-TZVPD RIJCOSX def2/J DEFGRID3
* xyz -1 1
C -3.93012 0.31542 0.33370
C -3.61874 -1.09656 -0.14825
C -2.52968 -1.91448 0.59878
Br -1.64799 -0.92397 2.06375
Ga -1.18312 -2.69415 -0.71961
C 0.07380 -1.26913 -1.47614
C -0.37867 0.15949 -1.16259
C 0.43647 1.22057 -1.88517
F 1.77380 0.94402 -1.96944
F -0.01246 1.30737 -3.18751
C 0.31111 2.68481 -1.34796
F -0.96681 2.90148 -0.93843
F 0.55858 3.53806 -2.38212
C 1.27962 3.25335 -0.23803
F 0.92326 4.56251 -0.13148
F 2.55206 3.20759 -0.69843
C 1.26220 2.72267 1.24238
F 1.52536 3.77884 2.05101
F 0.02281 2.27927 1.52271
C 2.27566 1.61428 1.68308
F 1.99834 1.39728 2.98462
F 2.05426 0.48882 0.99264
C 3.80877 1.94989 1.58294
F 4.04252 3.26710 1.66556
F 4.31814 1.49318 0.44522
F 4.44834 1.36922 2.60145
C -0.05433 -4.21521 0.09779
C 1.08857 -3.71053 0.86904
O 1.10118 -3.39537 2.04472
O 2.27327 -3.59376 0.13507
H -4.25983 0.31911 1.37158
H -4.73116 0.73953 -0.27680
H -3.05690 0.95979 0.23941
H -4.53751 -1.68954 -0.12466
H -3.33902 -1.03785 -1.20526
H -3.01640 -2.73533 1.12171
H -2.05155 -3.32050 -1.92923
H 0.11645 -1.39962 -2.56040
H 1.08430 -1.42104 -1.09604
H -1.39980 0.30422 -1.51469
H -0.33444 0.32629 -0.09505
H -0.68109 -4.80370 0.77042
H 0.28853 -4.86455 -0.70771
H 2.11221 -3.01887 -0.62263
*
```

Its highest occupied orbital energy is -5.3 eV. As for the lowest unoccupied orbital energy: 2.905 eV. The orbital gap comes out at 8.2 eV. The strongest force on any atom comes out at 1.206 eV/Å.



Which value of lowest unoccupied orbital energy does entry 2 give? -0.065 eV



Which of these has the lowest lowest unoccupied orbital energy? C40H40BaF5N4OPTe



The highest orbital gap belongs to which entry? C5H8O2